1.
ORCA calculation (ωB97M-V with the def2-TZVPD basis set) on a structure of composition C26H36N4O3PRuTe.

Geometry as ORCA input:
```
! RIJCOSX wB97M-V def2-TZVPD def2/J DEFGRID3
* xyz 1 5
Ru -0.486 0.348 0.528
C 0.300 -3.057 0.467
C -1.206 -2.950 0.208
C -1.464 -2.393 -1.188
N -1.150 -0.972 -1.229
C -1.024 -0.323 -2.363
C -1.195 -0.985 -3.617
C -1.036 -0.550 -4.907
C -0.665 0.710 -5.386
C -0.454 1.844 -4.637
C -0.577 2.032 -3.264
C -0.827 1.134 -2.223
N -0.927 1.563 -0.956
C -1.219 2.954 -0.664
C -1.869 3.120 0.719
C -2.843 1.999 1.103
N -2.078 0.841 1.544
C -2.380 0.122 2.630
C -3.667 0.149 3.193
C -4.181 -0.522 4.288
C -3.538 -1.329 5.210
C -2.191 -1.669 5.227
C -1.210 -1.416 4.293
C -1.263 -0.725 3.063
N -0.245 -0.717 2.200
C 0.924 -1.560 2.408
C 0.702 -3.008 1.945
H 0.797 -2.225 -0.046
H 0.667 -3.975 0.003
H -1.686 -2.278 0.918
H -1.671 -3.931 0.318
H -2.517 -2.534 -1.460
H -0.855 -2.961 -1.901
H -1.498 -2.019 -3.534
H -1.216 -1.299 -5.670
H -0.556 0.802 -6.460
H -0.171 2.726 -5.201
H -0.390 3.047 -2.935
H -1.894 3.354 -1.427
H -0.305 3.561 -0.681
H -2.392 4.077 0.725
H -1.100 3.158 1.495
H -3.477 1.732 0.253
H -3.477 2.370 1.910
H -4.385 0.743 2.644
H -5.242 -0.377 4.458
H -4.145 -1.726 6.014
H -1.864 -2.244 6.087
H -0.242 -1.836 4.529
H 1.270 -1.533 3.445
H 1.725 -1.138 1.800
H -0.058 -3.492 2.564
H 1.640 -3.550 2.097
C 3.595 0.402 -4.538
C 4.086 0.463 -3.109
O 2.932 0.625 -2.254
P 2.956 0.273 -0.717
O 1.557 0.388 -0.217
Te 3.873 -1.902 -0.286
O 3.901 1.421 -0.141
C 4.279 1.475 1.255
C 3.236 2.189 2.095
H 4.433 0.271 -5.221
H 3.072 1.324 -4.789
H 2.906 -0.433 -4.659
H 4.761 1.304 -2.948
H 4.615 -0.458 -2.842
H 5.228 2.007 1.282
H 4.449 0.462 1.631
H 3.134 3.227 1.778
H 3.532 2.169 3.144
H 2.266 1.701 2.000
*
```

Calculated values
highest occupied orbital energy (spin up / spin down) = -8.90 / -8.84 eV
max |F| = 2.92 eV/A
relative energy (zero: lowest compared OMol25 entry of this formula, charge and spin) = 26.1 kcal per mole
Kohn-Sham gap (spin up / spin down) = 5.66 / 3.50 eV

Now the Mulliken charges, all in e: number 1, Ru, carries -0.10; number 2, C, carries 0.14; number 3, C, carries -0.76; number 4, C, carries -1.12; number 5, N, carries 0.49; number 6, C, carries 1.27; number 7, C, carries -0.63; number 8, C, carries -0.83; number 9, C, carries -0.61; number 10, C, carries -0.82; number 11, C, carries -0.18; number 12, C, carries 0.07; number 13, N, carries 0.73; number 14, C, carries -0.93; number 15, C, carries -1.35; number 16, C, carries -0.77; number 17, N, carries 0.17; number 18, C, carries 0.68; number 19, C, carries -0.62; number 20, C, carries -0.69; number 21, C, carries -0.58; number 22, C, carries -0.68; number 23, C, carries -0.84; number 24, C, carries 1.32; number 25, N, carries 0.45; number 26, C, carries -0.55; number 27, C, carries -0.82; number 28, H, carries -0.36; number 29, H, carries 0.47; number 30, H, carries -0.01; number 31, H, carries 0.57; number 32, H, carries 0.57; number 33, H, carries 0.57; number 34, H, carries 0.37; number 35, H, carries 0.37; number 36, H, carries 0.40; number 37, H, carries 0.40; number 38, H, carries 0.39; number 39, H, carries 0.60; number 40, H, carries 0.32; number 41, H, carries 0.47; number 42, H, carries 0.39; number 43, H, carries 0.17; number 44, H, carries 0.59; number 45, H, carries 0.38; number 46, H, carries 0.35; number 47, H, carries 0.37; number 48, H, carries 0.38; number 49, H, carries 0.27; number 50, H, carries 0.50; number 51, H, carries -0.44; number 52, H, carries 0.32; number 53, H, carries 0.53; number 54, C, carries -1.13; number 55, C, carries -0.30; number 56, O, carries 0.03; number 57, P, carries -0.35; number 58, O, carries 0.42; number 59, Te, carries -0.28; number 60, O, carries -0.43; number 61, C, carries -0.26; number 62, C, carries -0.73; number 63, H, carries 0.42; number 64, H, carries 0.23; number 65, H, carries 0.26; number 66, H, carries 0.24; number 67, H, carries 0.34; number 68, H, carries 0.34; number 69, H, carries 0.25; number 70, H, carries 0.29; number 71, H, carries 0.40; number 72, H, carries -0.11

2.
ORCA calculation (ωB97M-V with the def2-TZVPD basis set) on an isolated molecule of C26H36N4O4S.

Geometry as ORCA input:
```
! RIJCOSX wB97M-V def2-TZVPD def2/J DEFGRID3
* xyz 0 1
C 3.648 4.192 -2.465
C 2.453 3.637 -1.706
O 2.851 2.407 -1.124
C 1.936 1.710 -0.383
C 0.636 2.123 -0.148
C -0.220 1.353 0.628
N -1.544 1.690 0.909
C -2.249 2.826 0.735
S -1.712 4.223 0.022
N -3.520 2.833 1.221
C -4.305 1.684 1.612
C -4.728 0.825 0.416
C -5.512 -0.415 0.875
N -6.013 -1.282 -0.167
C -7.032 -0.699 -1.019
C -7.654 -1.820 -1.855
O -6.682 -2.472 -2.637
C -5.666 -3.006 -1.822
C -4.995 -1.915 -0.984
C 0.227 0.131 1.162
O -0.710 -0.577 1.882
C -0.302 -1.723 2.608
C 0.502 -1.378 3.857
C 1.524 -0.284 0.923
C 2.386 0.497 0.163
N 3.709 0.137 -0.096
C 4.424 -0.920 0.377
O 3.973 -1.783 1.107
C 5.846 -0.895 -0.090
C 6.570 0.288 0.018
C 7.897 0.342 -0.367
C 8.508 -0.793 -0.871
C 7.793 -1.973 -0.977
C 6.462 -2.049 -0.586
C 5.705 -3.332 -0.719
H 3.380 5.136 -2.929
H 3.960 3.492 -3.236
H 4.481 4.354 -1.785
H 2.137 4.338 -0.923
H 1.610 3.472 -2.389
H 0.268 3.050 -0.549
H -1.993 0.953 1.441
H -4.029 3.666 0.966
H -3.744 1.076 2.331
H -5.192 2.059 2.130
H -3.840 0.515 -0.137
H -5.347 1.429 -0.251
H -4.868 -1.024 1.518
H -6.373 -0.094 1.469
H -7.800 -0.238 -0.394
H -6.620 0.061 -1.704
H -8.391 -1.420 -2.553
H -8.138 -2.543 -1.182
H -4.947 -3.476 -2.496
H -6.090 -3.766 -1.147
H -4.240 -2.361 -0.334
H -4.505 -1.201 -1.667
H 0.259 -2.407 1.962
H -1.243 -2.206 2.889
H 0.713 -2.287 4.413
H -0.065 -0.699 4.491
H 1.442 -0.903 3.593
H 1.906 -1.209 1.315
H 4.182 0.796 -0.701
H 6.099 1.169 0.433
H 8.451 1.264 -0.273
H 9.543 -0.761 -1.177
H 8.277 -2.856 -1.369
H 6.360 -4.135 -1.049
H 5.256 -3.602 0.234
H 4.896 -3.221 -1.441
*
```

Calculated values
highest occupied orbital energy = -7.42 eV
max |F| = 1.00 eV/A
relative energy (zero: lowest compared OMol25 entry of this formula, charge and spin) = 33.6 kcal per mole
SMILES string = CCOc1cc(NC(=S)NCCCN2CCOCC2)c(OCC)cc1NC(=O)c1ccccc1C
Kohn-Sham gap = 8.02 eV

Now the Mulliken charges, all in e: number 1, C, carries -1.47; number 2, C, carries -0.34; number 3, O, carries -0.44; number 4, C, carries 0.68; number 5, C, carries -0.05; number 6, C, carries -0.69; number 7, N, carries -0.01; number 8, C, carries 0.30; number 9, S, carries -0.50; number 10, N, carries -0.09; number 11, C, carries -1.53; number 12, C, carries 0.62; number 13, C, carries -1.26; number 14, N, carries 0.08; number 15, C, carries -0.48; number 16, C, carries -0.75; number 17, O, carries -0.38; number 18, C, carries -0.77; number 19, C, carries -0.43; number 20, C, carries 0.84; number 21, O, carries -0.52; number 22, C, carries -0.51; number 23, C, carries -1.09; number 24, C, carries -0.16; number 25, C, carries -0.94; number 26, N, carries -0.19; number 27, C, carries 0.76; number 28, O, carries -0.67; number 29, C, carries 0.34; number 30, C, carries -0.51; number 31, C, carries -0.79; number 32, C, carries -0.59; number 33, C, carries -0.70; number 34, C, carries 0.67; number 35, C, carries -1.40; number 36, H, carries 0.43; number 37, H, carries 0.33; number 38, H, carries 0.33; number 39, H, carries 0.38; number 40, H, carries 0.38; number 41, H, carries 0.12; number 42, H, carries 0.23; number 43, H, carries 0.29; number 44, H, carries 0.40; number 45, H, carries 0.46; number 46, H, carries 0.24; number 47, H, carries 0.20; number 48, H, carries 0.37; number 49, H, carries 0.33; number 50, H, carries 0.42; number 51, H, carries 0.31; number 52, H, carries 0.36; number 53, H, carries 0.37; number 54, H, carries 0.36; number 55, H, carries 0.38; number 56, H, carries 0.36; number 57, H, carries 0.30; number 58, H, carries 0.35; number 59, H, carries 0.39; number 60, H, carries 0.39; number 61, H, carries 0.32; number 62, H, carries 0.33; number 63, H, carries 0.86; number 64, H, carries 0.27; number 65, H, carries 0.56; number 66, H, carries 0.40; number 67, H, carries 0.39; number 68, H, carries 0.35; number 69, H, carries 0.42; number 70, H, carries 0.31; number 71, H, carries 0.29

3.
ORCA calculation (ωB97M-V with the def2-TZVPD basis set) on a structure of composition C26H37AlF6NO18S2.

Geometry as ORCA input:
```
! RIJCOSX wB97M-V def2-TZVPD def2/J DEFGRID3
* xyz -1 1
C -1.109 2.446 -0.178
C -0.717 1.048 -0.646
N 0.658 0.949 -1.187
C 1.412 -0.209 -0.696
C 2.915 0.051 -0.727
C 0.680 1.130 -2.586
S 0.671 -0.090 -3.680
S 0.632 2.785 -3.149
C 1.913 3.572 -2.141
C 1.984 5.075 -2.476
C 2.931 5.393 -3.644
Al 2.414 4.850 -5.540
H -0.267 2.880 0.367
H -1.972 2.391 0.492
H -1.350 3.104 -1.015
H -0.758 0.379 0.215
H -1.442 0.675 -1.384
H 1.168 -1.119 -1.258
H 1.099 -0.376 0.340
H 3.309 0.016 -1.745
H 3.438 -0.698 -0.122
H 3.120 1.042 -0.308
H 1.738 3.429 -1.073
H 2.876 3.118 -2.401
H 0.975 5.427 -2.737
H 2.284 5.619 -1.572
H 3.046 6.489 -3.684
H 3.934 4.997 -3.411
H 3.325 5.747 -6.568
H 0.823 5.206 -5.739
H 2.674 3.260 -5.817
C -1.971 7.102 1.936
C -1.963 5.846 2.785
O -1.304 4.922 1.956
C -0.491 5.612 1.095
O 0.348 5.134 0.421
O -0.795 6.934 1.150
F -3.213 5.393 3.066
H -2.850 7.112 1.288
H -1.913 8.024 2.506
H -1.415 5.938 3.726
C -2.589 -0.682 -5.832
C -1.679 0.060 -6.788
O -2.608 0.667 -7.674
C -3.782 0.829 -7.014
O -4.694 1.481 -7.395
O -3.766 0.130 -5.853
F -0.883 -0.783 -7.490
H -2.830 -1.675 -6.216
H -2.183 -0.759 -4.827
H -1.060 0.831 -6.325
C -1.757 -3.912 0.978
C -0.664 -3.304 1.835
O -0.898 -1.917 1.683
C -2.211 -1.738 1.379
O -2.763 -0.689 1.405
O -2.784 -2.914 1.059
F 0.569 -3.621 1.389
H -1.426 -4.022 -0.055
H -2.124 -4.863 1.349
H -0.725 -3.553 2.897
C -5.206 0.318 2.982
C -5.054 1.827 2.992
O -6.333 2.255 3.433
C -6.891 1.257 4.168
O -7.845 1.377 4.857
O -6.188 0.114 4.006
F -4.809 2.344 1.770
H -5.597 -0.019 2.022
H -4.294 -0.218 3.214
H -4.301 2.204 3.686
C 2.281 -7.491 1.712
C 3.347 -7.189 0.676
O 2.554 -6.921 -0.473
C 1.349 -6.454 -0.066
O 0.561 -5.909 -0.763
O 1.180 -6.694 1.257
F 4.138 -8.257 0.428
H 2.001 -8.545 1.678
H 2.554 -7.213 2.721
H 3.974 -6.326 0.891
C 4.358 -4.115 5.485
C 4.973 -5.205 6.344
O 4.775 -6.362 5.548
C 4.695 -5.975 4.250
O 4.750 -6.707 3.319
O 4.546 -4.638 4.167
F 4.335 -5.362 7.526
H 3.291 -4.028 5.693
H 4.839 -3.147 5.577
H 6.041 -5.090 6.535
*
```

Calculated values
highest occupied orbital energy = -4.63 eV
max |F| = 0.77 eV/A
Kohn-Sham gap = 5.67 eV

Now the Mulliken charges, all in e: number 1, C, carries -1.22; number 2, C, carries 0.07; number 3, N, carries 0.64; number 4, C, carries -0.50; number 5, C, carries -1.28; number 6, C, carries -0.04; number 7, S, carries -0.29; number 8, S, carries -0.29; number 9, C, carries -0.23; number 10, C, carries -0.64; number 11, C, carries -1.00; number 12, Al, carries 0.20; number 13, H, carries 0.19; number 14, H, carries 0.40; number 15, H, carries 0.40; number 16, H, carries -0.29; number 17, H, carries 0.20; number 18, H, carries 0.45; number 19, H, carries 0.24; number 20, H, carries 0.29; number 21, H, carries 0.41; number 22, H, carries 0.26; number 23, H, carries 0.24; number 24, H, carries 0.38; number 25, H, carries 0.29; number 26, H, carries 0.27; number 27, H, carries 0.35; number 28, H, carries 0.33; number 29, H, carries -0.32; number 30, H, carries -0.26; number 31, H, carries -0.23; number 32, C, carries -0.43; number 33, C, carries 0.29; number 34, O, carries -0.24; number 35, C, carries 0.55; number 36, O, carries -0.38; number 37, O, carries -0.34; number 38, F, carries -0.28; number 39, H, carries 0.29; number 40, H, carries 0.27; number 41, H, carries 0.25; number 42, C, carries -0.24; number 43, C, carries 0.33; number 44, O, carries -0.34; number 45, C, carries 0.65; number 46, O, carries -0.52; number 47, O, carries -0.34; number 48, F, carries -0.30; number 49, H, carries 0.27; number 50, H, carries 0.13; number 51, H, carries 0.36; number 52, C, carries -0.37; number 53, C, carries 0.29; number 54, O, carries -0.27; number 55, C, carries 0.65; number 56, O, carries -0.48; number 57, O, carries -0.34; number 58, F, carries -0.24; number 59, H, carries 0.30; number 60, H, carries 0.27; number 61, H, carries 0.21; number 62, C, carries -0.11; number 63, C, carries 0.39; number 64, O, carries -0.33; number 65, C, carries 0.57; number 66, O, carries -0.52; number 67, O, carries -0.35; number 68, F, carries -0.29; number 69, H, carries 0.24; number 70, H, carries 0.09; number 71, H, carries 0.28; number 72, C, carries -0.24; number 73, C, carries 0.46; number 74, O, carries -0.34; number 75, C, carries 0.65; number 76, O, carries -0.49; number 77, O, carries -0.33; number 78, F, carries -0.31; number 79, H, carries 0.28; number 80, H, carries 0.06; number 81, H, carries 0.29; number 82, C, carries -0.41; number 83, C, carries 0.29; number 84, O, carries -0.30; number 85, C, carries 0.65; number 86, O, carries -0.52; number 87, O, carries -0.28; number 88, F, carries -0.28; number 89, H, carries 0.27; number 90, H, carries 0.27; number 91, H, carries 0.30

- What is the formula in the third record?
  C26H37AlF6NO18S2